C39H31IrN3OP2S3 | ωB97M-V/def2-TZVPD

```
! wB97M-V def2-TZVPD RIJCOSX def2/J DEFGRID3
* xyz 0 2
Ir -0.57 1.16 -1.19
S -2.33 1.47 1.31
P -1.30 -0.22 1.55
C -0.05 -0.20 0.39
P 1.56 0.30 0.59
S 1.59 2.00 -0.50
C 2.25 0.54 2.26
C 2.53 1.83 2.69
C 3.12 2.04 3.93
C 3.41 0.96 4.75
C 3.12 -0.33 4.33
C 2.56 -0.55 3.08
C 2.72 -0.94 -0.06
C 2.36 -2.28 -0.03
C 3.24 -3.25 -0.49
C 4.48 -2.88 -0.98
C 4.85 -1.54 -1.02
C 3.97 -0.57 -0.56
C -2.36 -1.68 1.31
C -3.54 -1.82 2.03
C -4.36 -2.91 1.82
C -4.00 -3.88 0.88
C -2.83 -3.75 0.17
C -2.01 -2.65 0.38
C -0.74 -0.45 3.27
C -0.59 -1.73 3.80
C -0.18 -1.91 5.11
C 0.10 -0.80 5.90
C -0.05 0.48 5.38
C -0.47 0.65 4.07
H 2.30 2.67 2.05
H 3.34 3.04 4.26
H 3.86 1.12 5.72
H 3.34 -1.18 4.97
H 2.36 -1.56 2.75
H 1.37 -2.55 0.31
H 2.95 -4.30 -0.47
H 5.17 -3.64 -1.35
H 5.81 -1.25 -1.42
H 4.24 0.47 -0.60
H -3.83 -1.06 2.75
H -5.28 -3.02 2.38
H -4.65 -4.74 0.72
H -2.54 -4.50 -0.56
H -1.08 -2.52 -0.17
H -0.82 -2.60 3.19
H -0.07 -2.91 5.52
H 0.41 -0.93 6.93
H 0.17 1.34 5.99
H -0.60 1.65 3.66
S -2.60 0.14 -1.81
C -1.48 -0.98 -2.51
C -1.66 -2.15 -3.24
C -0.53 -2.81 -3.69
C 0.74 -2.28 -3.44
C 0.85 -1.13 -2.70
N -0.24 -0.53 -2.23
H -2.66 -2.51 -3.44
H -0.63 -3.72 -4.26
H 1.63 -2.77 -3.81
H 1.79 -0.64 -2.49
O 0.21 1.80 -3.08
C -0.49 2.36 -4.03
C -0.24 2.03 -5.38
C -0.96 2.61 -6.40
C -1.97 3.54 -6.12
C -2.21 3.89 -4.81
C -1.47 3.33 -3.76
C -1.63 3.81 -2.39
N -1.33 3.20 -1.25
C -1.64 4.08 -0.23
C -2.14 5.22 -0.76
N -2.14 5.03 -2.12
H 0.53 1.30 -5.58
H -0.76 2.33 -7.42
H -2.56 3.97 -6.92
H -3.00 4.60 -4.60
H -1.45 3.84 0.80
H -2.49 6.13 -0.30
H -2.40 5.70 -2.82
*
```

Calculated values
Orbital gap (spin up / spin down) (eV): 7.44 / 6.34
Relative energy (zero: lowest compared OMol25 entry of this formula, charge and spin) (kJ/mol): 194.5

Löwdin atomic charge list, values in e, 2 entries:
1 Ir 1.000
2 S 0.313



CH3NOS2 | ωB97M-V/def2-TZVPD

```
! wB97M-V def2-TZVPD RIJCOSX def2/J DEFGRID3
* xyz 0 1
C 1.06 1.97 2.13
N 0.54 2.21 1.09
O 0.09 -2.07 -0.90
S 1.93 1.57 3.34
S -1.10 -1.48 0.15
H 0.20 1.71 0.20
H -0.46 -1.38 1.28
H 0.06 -1.50 -1.81
*
```

Calculated values
Orbital gap (eV): 9.38
SMILES: N=C=S.OS
Relative energy (zero: lowest compared OMol25 entry of this formula, charge and spin) (kJ/mol): 121.7

Löwdin atomic charge list, values in e, 2 entries:
1 C -0.940
2 N 0.095



> Among the records above, which one has the lowest relative energy (zero: lowest compared OMol25 entry of this formula, charge and spin)?

CH3NOS2